{"formula": "C16H52O16", "method": "the ωB97M-V functional and the def2-TZVPD basis", "gap_ev": 9.59, "total_energy_ev": -50190.487, "lumo_ev": 0.199, "smiles": "COC(=O)OC.COC(=O)OC.CO.CO.CO.CO.CO.CO.CO.CO.CO.CO", "charge": 0, "homo_energy_ha": -0.3452, "species": ["C", "O", "C", "O", "O", "C", "H", "H", "H", "H", "H", "H", "C", "O", "C", "O", "O", "C", "H", "H", "H", "H", "H", "H", "C", "O", "H", "H", "H", "H", "C", "O", "H", "H", "H", "H", "C", "O", "H", "H", "H", "H", "C", "O", "H", "H", "H", "H", "C", "O", "H", "H", "H", "H", "C", "O", "H", "H", "H", "H", "C", "O", "H", "H", "H", "H", "C", "O", "H", "H", "H", "H", "C", "O", "H", "H", "H", "H", "C", "O", "H", "H", "H", "H"], "xyz": [[4.5905, -18.6278, -0.4435], [4.2933, -18.1052, 0.8845], [5.0542, -18.5564, 1.8697], [6.0699, -19.1991, 1.7414], [4.5037, -18.2468, 3.0576], [3.4541, -17.2667, 3.1532], [4.1171, -17.9027, -1.1115], [4.0973, -19.5840, -0.5247], [5.6433, -18.7482, -0.6314], [2.5709, -17.4297, 2.5529], [3.8305, -16.2929, 2.9742], [3.1322, -17.2655, 4.2168], [9.8747, -24.4045, -2.4704], [8.7194, -24.2203, -1.6506], [8.6555, -23.0674, -0.9511], [9.4873, -22.1983, -1.0530], [7.5386, -23.1131, -0.2272], [7.2939, -21.8110, 0.3959], [9.4325, -24.8023, -3.4017], [10.4887, -25.2579, -2.1005], [10.5094, -23.5117, -2.5341], [6.4079, -21.7826, 1.1183], [7.4256, -21.0498, -0.4093], [8.1454, -21.5760, 1.0776], [11.7614, -20.2151, 2.0157], [12.1579, -19.1284, 1.2269], [12.6359, -20.7822, 2.2577], [11.2623, -19.9282, 2.9140], [11.0776, -20.8944, 1.5308], [11.3879, -18.6008, 0.9466], [9.0169, -17.8523, 1.9537], [9.9029, -17.6955, 0.8374], [8.3385, -17.0011, 1.9667], [8.3656, -18.7512, 1.8591], [9.6288, -17.8243, 2.8677], [9.4020, -18.0971, 0.1186], [12.5666, -15.4890, -5.2153], [12.3840, -16.6530, -6.0431], [13.0885, -14.8387, -5.9264], [11.6395, -15.0657, -4.8691], [13.1904, -15.6471, -4.3305], [12.4070, -17.3958, -5.4312], [14.1119, -16.9946, -1.5658], [13.2072, -17.2327, -2.5914], [14.0679, -15.8806, -1.4500], [13.8693, -17.3418, -0.5823], [15.1406, -17.3097, -1.8368], [12.8487, -18.1019, -2.3324], [9.1060, -12.3764, -5.0592], [10.4977, -12.6253, -4.6704], [8.7387, -11.3784, -4.7909], [9.0833, -12.4415, -6.1678], [8.4237, -13.1916, -4.7492], [10.4540, -12.5379, -3.7063], [5.8180, -13.4885, 1.1815], [6.7210, -13.6236, 0.0735], [5.2369, -14.3661, 1.2833], [6.3202, -13.3423, 2.1804], [5.1484, -12.6551, 1.0383], [7.1094, -12.7801, -0.1442], [6.1156, -15.1509, -2.9562], [6.9334, -15.6550, -1.9094], [6.4247, -15.6814, -3.8607], [5.0611, -15.1910, -2.7029], [6.3360, -14.1346, -3.1954], [6.6961, -15.0978, -1.1475], [12.7985, -21.0314, -1.5779], [13.0939, -19.6826, -1.3356], [12.8958, -21.6555, -0.6873], [11.7952, -21.2111, -1.9742], [13.5021, -21.4592, -2.2615], [12.7507, -19.4767, -0.4451], [9.6340, -18.3601, -2.4204], [8.5564, -18.1870, -1.4604], [9.8957, -19.4208, -2.4119], [9.3575, -18.0932, -3.4395], [10.5767, -17.8201, -2.2371], [8.2273, -17.2852, -1.5023], [11.1407, -13.2058, -1.1818], [10.6224, -12.0871, -1.8068], [11.6554, -13.0545, -0.2057], [10.2951, -13.8350, -1.1103], [11.8665, -13.7293, -1.8466], [11.3217, -11.4356, -1.9209]], "forces_ev_per_a": [[-0.7457, 0.6306, 0.2990], [0.1885, -0.0345, -0.8950], [-0.0866, -0.2991, 0.2455], [-0.7584, 0.3384, 0.3847], [0.2872, 0.0208, -0.0058], [-0.3703, -0.5445, 1.4955], [0.2904, -0.2609, -0.0041], [-0.1324, -0.3187, -0.1075], [0.3934, 0.2240, 0.0925], [0.0838, -0.4488, -0.4114], [0.5326, 0.9456, -0.4711], [0.3313, -0.2785, -0.6558], [0.0649, -1.3852, -0.3971], [0.0922, 0.3290, 0.7066], [0.4064, -1.1568, -1.0254], [-0.6188, 0.2593, 0.6541], [0.0062, 1.2139, 0.5111], [0.9897, 0.7081, 1.1692], [0.6182, 0.7463, 0.0063], [-0.4213, 0.6780, 0.2324], [-0.5235, -0.2590, -0.2790], [0.8285, -0.3457, -1.9249], [-1.0258, -0.3255, 0.7779], [-0.3869, -0.3426, -0.4284], [-0.1989, -0.3040, -0.3067], [0.5228, 0.1979, -0.5544], [0.5970, -0.2678, 0.2680], [-0.2039, 0.5127, 0.9023], [-0.3243, -0.2608, -0.6447], [-0.3812, 0.1315, 0.3741], [-0.0340, 0.0679, 0.0502], [-0.1582, -0.4040, 0.6114], [-0.1320, 0.1887, 0.1998], [0.7778, 0.4241, 0.2784], [-0.3812, -0.2757, -0.2257], [-0.0358, 0.1339, -0.9408], [0.9369, 0.0766, -1.0480], [-0.1098, -0.2954, 1.0697], [-0.2607, 0.5510, 0.6093], [-0.5278, 0.2463, -0.1538], [0.0435, -0.3091, -0.3197], [-0.0631, -0.1858, -0.1871], [1.3705, 2.7544, -0.1688], [-1.0754, -1.3643, 0.1072], [0.6897, -0.6339, 0.0175], [-0.4422, -0.7861, 0.4087], [-0.4436, 0.1369, 0.2406], [0.0189, -0.0850, -0.6036], [0.8993, -0.8021, -1.3705], [-1.9335, 0.4493, 0.0960], [0.1353, -0.2716, 0.2792], [0.1392, 0.2039, 0.5924], [0.3242, 0.4861, 0.3706], [0.4001, -0.0388, 0.0551], [1.2196, 1.0300, 0.8190], [-0.5821, -0.6241, 0.6419], [-0.4920, -1.0617, -0.2583], [-0.0684, -0.0837, -1.0728], [-0.2876, 0.3279, -0.1275], [0.1531, 0.3591, 0.0121], [0.7495, -0.6320, -0.4276], [-0.4438, 0.3714, 0.4168], [-0.6756, -0.3052, 0.1136], [-0.2548, -0.4395, -0.2579], [0.2948, 1.0919, 0.1334], [0.5514, -0.1556, 0.0870], [-0.4044, -0.8078, 0.2272], [-0.1784, 0.1015, 0.0919], [-0.0860, 0.1731, 0.3054], [-0.0907, 0.2385, 0.0071], [0.5402, 0.0569, -0.6774], [0.1316, 0.0811, 0.1518], [0.1275, -0.3455, 0.0016], [0.9965, -0.3864, -0.5522], [-0.2118, 0.0523, 0.0672], [-0.4370, 0.0250, 0.0220], [-0.5156, 0.2091, 0.5885], [-0.2182, 0.4314, -0.2897], [1.7538, -1.3178, -0.1100], [-0.1159, 1.7890, -0.3972], [-0.6237, 0.1930, -0.4871], [-0.6739, -1.0636, 0.6627], [-0.2821, 0.2225, 0.3868], [-0.0692, 0.0981, -0.0545]], "mulliken_charge": [-0.38, -0.35, 0.84, -0.53, -0.35, -0.61, 0.19, 0.32, 0.08, 0.30, 0.23, 0.28, -0.50, -0.37, 0.79, -0.54, -0.36, -0.24, 0.25, 0.25, 0.20, 0.24, 0.10, 0.16, -0.68, -0.63, 0.35, 0.33, 0.12, 0.51, -0.57, -0.57, 0.20, 0.13, 0.35, 0.40, -0.26, -0.55, 0.28, 0.20, 0.02, 0.31, -0.68, -0.29, 0.22, 0.24, 0.26, 0.30, -0.49, -0.48, 0.28, 0.27, 0.11, 0.34, -0.49, -0.45, 0.05, 0.26, 0.36, 0.25, -0.74, -0.32, 0.30, 0.28, 0.25, 0.23, -0.67, -0.48, 0.30, 0.10, 0.39, 0.40, -0.57, -0.31, 0.09, 0.34, 0.26, 0.22, -0.39, -0.57, 0.31, 0.14, 0.20, 0.28]}

=====

{"formula": "C21H37MnN4O4", "method": "the ωB97M-V functional and the def2-TZVPD basis", "gap_ev": [6.25, 7.57], "s2": 6.08, "spin_multiplicity": 5, "total_energy_ev": -67836.429, "lumo_ev": [-7.833, -6.572], "charge": 2, "homo_energy_ha": [-0.5175, -0.5199], "species": ["Mn", "C", "O", "C", "C", "C", "C", "C", "C", "O", "C", "O", "C", "H", "H", "H", "H", "H", "H", "H", "H", "H", "C", "N", "C", "C", "C", "N", "C", "C", "H", "H", "H", "H", "H", "H", "H", "H", "H", "H", "H", "H", "H", "H", "H", "H", "C", "N", "C", "C", "C", "N", "C", "C", "O", "H", "H", "H", "H", "H", "H", "H", "H", "H", "H", "H", "H"], "xyz": [[0.0009, -0.3863, -0.1046], [6.8774, -0.7442, -0.0639], [6.3657, -0.7462, 1.2529], [5.0681, -0.7473, 1.4778], [4.6983, -0.7743, 2.8491], [3.3905, -0.7598, 3.2162], [2.3432, -0.7138, 2.2629], [0.9702, -0.6074, 2.6253], [0.5012, -0.7301, 4.0440], [0.0658, -0.4100, 1.7575], [2.7086, -0.7217, 0.8615], [1.8124, -0.7276, -0.0801], [4.0673, -0.7282, 0.5080], [7.9589, -0.7536, 0.0404], [6.5675, 0.1535, -0.6035], [6.5511, -1.6336, -0.6074], [5.4957, -0.7949, 3.5725], [3.1597, -0.7665, 4.2697], [1.3075, -0.7416, 4.7672], [-0.0683, -1.6568, 4.1359], [-0.1868, 0.0826, 4.2735], [4.3007, -0.7096, -0.5450], [1.1744, -0.4571, -2.9991], [-0.1333, -0.6968, -2.3679], [-1.0909, 0.2622, -2.9458], [-0.5739, -2.0750, -2.6891], [-1.5951, -2.6013, -1.6837], [-1.0972, -2.5374, -0.2973], [-2.2010, -2.7729, 0.6393], [-0.0760, -3.5670, -0.0664], [1.1008, -0.5441, -4.0880], [1.9035, -1.1806, -2.6361], [1.5200, 0.5464, -2.7522], [-1.1454, 0.1393, -4.0332], [-0.7706, 1.2834, -2.7319], [-2.0817, 0.1067, -2.5257], [0.3022, -2.7263, -2.7058], [-1.0214, -2.1023, -3.6897], [-1.8522, -3.6362, -1.9493], [-2.5099, -2.0057, -1.7435], [-2.5772, -3.7973, 0.5531], [-3.0236, -2.0899, 0.4450], [-1.8564, -2.6161, 1.6586], [-0.4794, -4.5671, -0.2639], [0.2511, -3.5304, 0.9711], [0.7881, -3.4030, -0.7057], [-0.1592, 3.2105, 0.6151], [-1.5530, 3.1534, 0.2291], [-2.3063, 4.3951, 0.3154], [-3.4686, 4.3549, -0.6653], [-4.3212, 3.1450, -0.3275], [-3.4837, 1.9598, -0.2826], [-4.1735, 0.6990, -0.4339], [-2.1638, 1.9869, -0.0401], [-1.4970, 0.9077, -0.1327], [-0.0648, 3.3377, 1.6971], [0.3237, 4.0531, 0.1197], [0.3565, 2.2879, 0.3212], [-1.6275, 5.2165, 0.0825], [-2.6759, 4.5358, 1.3370], [-3.0919, 4.2681, -1.6862], [-4.0522, 5.2706, -0.5891], [-5.0851, 2.9824, -1.0913], [-4.8240, 3.2838, 0.6347], [-4.9301, 0.5945, 0.3450], [-3.4516, -0.1091, -0.3445], [-4.6630, 0.6540, -1.4069]], "forces_ev_per_a": [[-0.3834, -0.6883, -0.4872], [0.1357, -0.0019, -0.6519], [-0.2633, 0.0007, 0.5285], [-0.5563, -0.0361, 0.3051], [-0.0527, 0.0112, 0.0034], [0.4612, -0.0325, 0.0944], [-0.6958, 0.0809, -0.7294], [1.7730, -0.2450, 0.3894], [-0.1781, 0.1076, -0.2310], [-1.2106, 0.1159, -0.2670], [1.0720, 0.1181, 1.7562], [-0.9101, 0.0765, -1.4954], [-0.4001, -0.0127, -0.3604], [-0.0816, -0.0008, -0.0380], [0.0190, -0.0085, 0.0506], [0.0291, 0.0107, 0.0353], [0.0475, -0.0075, 0.1637], [0.0129, 0.0029, 0.0220], [-0.0563, -0.0076, -0.0417], [0.0103, -0.0541, -0.0163], [-0.0002, 0.0432, -0.0256], [0.0646, -0.0338, -0.0776], [0.4469, 0.0368, -0.0290], [0.1199, 0.2198, 0.5987], [-0.2821, 0.3140, -0.0625], [-0.1940, -0.4671, 0.4143], [0.0867, 0.1313, -0.2137], [0.2410, 0.6733, -0.0858], [-0.1556, 0.0232, 0.1747], [0.2089, -0.0991, -0.0133], [-0.0698, -0.0121, 0.0745], [-0.0586, 0.0862, 0.0263], [0.0138, -0.0152, -0.0258], [0.0768, -0.0565, 0.0971], [-0.0491, -0.0966, 0.0241], [0.0056, 0.0360, 0.0065], [-0.0381, 0.1113, 0.0041], [0.1342, 0.0497, 0.0647], [-0.0416, 0.1151, 0.0125], [0.0252, -0.0586, 0.0438], [0.0103, 0.0044, -0.0345], [-0.0048, 0.0650, -0.0263], [0.0353, -0.0033, 0.0476], [0.0001, 0.0549, 0.0008], [0.0288, 0.0318, 0.0268], [0.0616, -0.0122, 0.0135], [0.3238, -0.2810, 0.0349], [-0.0266, -0.4206, -0.1322], [-0.3530, 0.2970, -0.0869], [0.0440, -0.0897, 0.2390], [-0.0646, 0.5648, -0.0513], [0.4029, -0.2514, 0.1001], [-0.0043, -0.3314, -0.0196], [-0.0832, 0.5162, -0.2720], [0.6317, -0.8317, 0.0980], [0.0500, -0.0126, -0.0518], [-0.0227, -0.0518, 0.0066], [-0.0973, 0.3686, 0.1116], [-0.0228, -0.0670, 0.0367], [0.0629, 0.0653, -0.0338], [0.0046, 0.0644, -0.0051], [-0.0192, -0.0363, -0.0160], [0.0388, -0.0073, 0.0881], [-0.0390, -0.0420, -0.0506], [-0.0246, -0.0206, -0.0129], [-0.2098, 0.0291, -0.0278], [-0.0299, -0.0328, -0.0208]], "mulliken_charge": [1.31, -0.79, -0.41, 0.68, -1.11, -1.12, 0.80, 0.66, -1.48, -0.12, -0.13, 0.14, -0.55, 0.25, 0.34, 0.34, 0.49, 0.30, 0.41, 0.30, 0.36, 0.48, -1.17, 0.78, -1.40, -0.99, -0.84, 0.57, -0.96, -1.25, 0.43, 0.34, 0.32, 0.45, 0.39, 0.37, 0.46, 0.37, 0.45, 0.41, 0.41, 0.32, 0.23, 0.38, 0.34, 0.33, -0.84, 0.17, -0.64, -0.69, -0.62, 0.21, -0.76, 0.40, -0.32, 0.33, 0.38, -0.11, 0.41, 0.29, 0.31, 0.38, 0.37, 0.32, 0.44, -0.29, 0.39]}

=====

- Number 2 is which compound?
  C21H37MnN4O4